A:
ORCA calculation (ωB97M-V/def2-TZVPD) on a single C7H12N4 molecule.

Last column: natural (NBO) charge in e.
Element x y z (Å)
H  0.37871  -2.44563  -0.57211  0.351
N  -0.64171  -2.32788  -0.63243  -0.764
C  -1.00561  -1.14274  -0.91508  0.596
N  -2.36632  -0.96026  -1.02501  -0.654
C  -2.99733  0.12068  -1.48901  0.418
N  -3.36072  1.13731  -1.88987  -0.361
N  -0.25778  0.03320  -1.05154  -0.639
C  1.12688  0.05565  -0.65720  -0.248
C  1.30283  -0.11646  0.84861  -0.226
C  1.93406  0.71495  1.64264  0.035
C  2.76304  1.85967  1.19292  -0.646
C  1.94026  0.44009  3.10910  -0.640
H  -2.86472  -1.84312  -1.04647  0.441
H  -0.69224  0.91157  -1.34501  0.421
H  1.61821  0.97961  -0.97182  0.214
H  1.67290  -0.75918  -1.18633  0.190
H  0.87103  -1.08430  1.17601  0.205
H  3.80680  1.65953  1.53126  0.222
H  2.85656  1.95937  0.12260  0.209
H  2.38378  2.81070  1.58953  0.222
H  1.06151  -0.12701  3.44371  0.224
H  2.80530  -0.14805  3.32554  0.217
H  2.10316  1.31893  3.73307  0.215

Properties
* SMILES: [H]/N=C(/NC#N)NCC=C(C)C
* frontier orbital gap: 0.36865 Eh
* charge: 0



B:
ORCA calculation (ωB97M-V/def2-TZVPD) on a 3-piece molecular cluster, C7H12N4 overall.

Last column: natural (NBO) charge in e.
Element x y z (Å)
C  1.29047  -0.90929  -0.70440  0.234
C  -0.95110  0.06319  -0.20994  0.136
C  -1.98911  0.88331  -0.80151  -0.228
C  -2.89926  1.56821  0.01912  -0.212
C  -2.91926  1.14620  1.30409  -0.246
C  -2.07103  0.21184  1.91385  -0.186
C  -1.02692  -0.27471  1.13648  -0.267
H  3.30074  0.23462  1.99416  0.196
H  4.11914  -0.87387  -0.54246  0.304
H  1.53028  0.54347  0.74476  0.375
H  1.22948  -1.89060  -0.17964  0.170
H  1.81480  -2.06833  -2.51867  0.398
H  2.39828  -0.39004  -2.18840  0.364
H  0.19942  0.12119  -1.88248  0.375
H  -2.03126  1.04972  -1.93897  0.211
H  -3.49292  2.31614  -0.50909  0.228
H  -3.51589  1.72205  2.02040  0.207
H  -2.11485  -0.08141  2.90833  0.216
H  -0.07787  -0.69197  1.73088  0.216
N  2.94812  -0.93566  0.63609  -0.465
N  2.09511  -0.00950  0.02897  -0.552
N  2.13015  -1.30705  -1.86834  -0.865
N  0.03346  -0.42750  -1.09322  -0.609

Properties
* frontier orbital gap: 0.27330 Eh
* charge: 0



The structure with the least stability is B.